{"formula": "C5H7NO", "method": "ωB97M-V/def2-TZVPD", "elements": ["C", "C", "O", "C", "C", "C", "N", "H", "H", "H", "H", "H", "H", "H"], "positions_angstrom": [[-1.3083, -1.1168, 0.1176], [-0.4128, -0.1549, 0.8709], [0.6212, -1.0489, 1.1882], [1.6081, -0.8210, 0.3267], [1.4885, 0.4135, -0.2434], [0.1743, 0.8558, 0.1141], [-0.5148, 1.9083, -0.4508], [-2.0904, -0.6316, -0.4645], [-0.5643, -1.5919, -0.5820], [-1.6965, -1.9323, 0.7329], [1.8792, -1.7482, -0.1477], [2.1464, 0.8539, -0.9794], [0.0282, 2.5935, -0.9549], [-1.2158, 2.3252, 0.1417]], "forces_ev_per_a": [[-0.3, -0.1, -0.2], [-0.1, 0.3, 0.0], [0.1, -0.3, -0.3], [-0.4, 0.1, -0.5], [0.0, 0.0, -0.1], [-0.1, -0.1, 0.1], [0.1, 0.0, 0.1], [-0.1, 0.0, 0.2], [-0.8, 0.2, 0.1], [-0.2, 0.3, 0.0], [1.8, -0.1, 0.6], [-0.1, -0.1, 0.0], [0.0, -0.1, 0.1], [0.0, -0.1, -0.1]], "lowdin_charge": [-0.04, -0.26, -0.05, -0.14, 0.00, -0.31, 0.12, 0.07, 0.10, 0.08, 0.13, 0.11, 0.09, 0.10], "energy_ha": -324.6069, "fmax_ev_per_a": 1.9, "e_homo_ev": [-7.5934, -7.5942], "total_charge": 0, "e_lumo_ev": [0.76, 0.76]}